1.
Formula: C7H23IrNP
Source: the OMol25 dataset
Level of theory: ωB97M-V with the def2-TZVPD basis set

Atoms and positions in Å:
C  1.148  -2.268  1.825
Ir  -0.161  -2.201  0.322
N  -1.778  -2.299  -1.049
H  -0.545  -3.680  0.737
H  -2.711  -2.239  -0.614
H  0.905  -2.983  -0.556
H  1.464  -3.319  1.988
H  0.673  -1.919  2.739
H  2.028  -1.660  1.601
H  -1.763  -1.564  -1.743
H  -1.774  -3.182  -1.587
C  2.517  1.647  0.501
C  1.004  1.619  0.753
P  0.181  0.042  0.268
C  -1.509  0.446  0.982
C  -2.088  1.851  0.773
C  0.538  0.115  -1.586
C  0.180  1.405  -2.326
H  2.982  0.817  1.028
H  2.947  2.578  0.886
H  2.772  1.582  -0.568
H  0.772  1.818  1.804
H  0.544  2.479  0.216
H  -2.218  -0.343  0.686
H  -1.335  0.291  2.065
H  -2.242  2.072  -0.284
H  -3.066  1.895  1.268
H  -1.457  2.638  1.220
H  1.632  -0.047  -1.651
H  0.091  -0.776  -2.072
H  0.742  2.281  -1.970
H  0.418  1.283  -3.393
H  -0.890  1.623  -2.261

Values from the calculation:
LUMO (alpha / beta) in Ha: -0.118 / -0.255
Orbital gap (alpha / beta) in eV: 5.31 / 7.38
<S²>: 8.760
HOMO level (alpha / beta) in eV: -8.508 / -14.304
Energy in Ha: -780.3275
Charge: +1
2S+1: 6
Relative energy (zero: lowest compared OMol25 entry of this formula, charge and spin) in kcal/mol: 22.8

2.
Formula: FHO4
Source: the OMol25 dataset
Level of theory: ωB97M-V with the def2-TZVPD basis set

Atoms and positions in Å:
O  0.153  0.791  0.549
O  0.056  1.463  -0.543
O  0.182  -1.150  -1.268
O  0.088  -1.071  -0.056
F  -1.495  -1.071  0.313
H  1.017  1.037  1.006

Values from the calculation:
LUMO (alpha / beta) in Ha: -0.053 / -0.077
Orbital gap (alpha / beta) in eV: 9.09 / 8.71
<S²>: 2.136
HOMO level (alpha / beta) in eV: -10.535 / -10.803
Energy in Ha: -400.9998
2S+1: 3
Relative energy (zero: lowest compared OMol25 entry of this formula, charge and spin) in kcal/mol: 5.1

3.
Formula: C5H7N3
Source: the OMol25 dataset
Level of theory: ωB97M-V with the def2-TZVPD basis set

Atoms and positions in Å:
H  3.116  -0.906  0.229
N  2.199  -1.264  -0.074
C  1.385  -0.309  -0.035
C  1.968  1.101  -0.010
N  2.027  2.314  -0.029
N  -0.077  -0.215  0.248
C  -0.572  -1.479  -0.010
C  -0.729  0.948  0.240
C  -1.965  1.191  -0.110
H  -1.406  -1.409  -0.668
H  0.292  -2.268  -0.322
H  -1.066  -2.159  0.820
H  -0.103  1.854  0.363
H  -2.236  2.190  -0.180
H  -2.833  0.411  -0.462

Values from the calculation:
LUMO in Ha: 0.001
Orbital gap in eV: 8.87
HOMO level in eV: -8.837
Energy in Ha: -358.8513
SMILES: [H]/N=C(\C#N)N(C)C=C
Relative energy (zero: lowest compared OMol25 entry of this formula, charge and spin) in kcal/mol: 104.9

4.
Formula: C28H19BF10O2S
Source: the OMol25 dataset
Level of theory: ωB97M-V with the def2-TZVPD basis set

Atoms and positions in Å:
F  -3.140  1.933  -3.453
C  -3.002  0.898  -2.553
C  -4.162  0.390  -1.982
C  -3.980  -0.525  -0.936
F  -5.063  -0.930  -0.197
C  -2.730  -0.913  -0.488
C  -1.581  -0.346  -1.053
C  -0.353  -0.678  -0.348
C  0.943  -0.750  -1.021
C  1.747  -1.899  -0.864
C  3.103  -1.779  -1.148
F  3.945  -2.739  -0.631
C  3.634  -0.680  -1.822
C  2.739  0.315  -2.225
F  3.246  1.353  -2.983
C  1.412  0.347  -1.784
C  -1.714  0.529  -2.152
H  -5.158  0.675  -2.317
H  -2.631  -1.674  0.298
H  -0.552  -1.588  0.282
H  1.298  -2.830  -0.486
H  4.702  -0.625  -2.023
H  0.835  1.273  -1.925
H  -0.890  0.945  -2.719
C  -0.583  -1.269  4.347
C  -0.739  -0.644  3.012
C  -1.845  0.024  2.464
C  -1.487  1.020  1.532
C  -0.139  0.867  1.090
B  -1.226  -3.998  -0.145
C  0.679  2.002  0.640
C  2.076  2.133  0.859
C  2.807  3.053  0.120
C  4.312  3.055  0.197
F  4.837  3.550  -0.959
F  4.761  3.869  1.199
F  4.855  1.810  0.386
C  2.174  4.011  -0.680
C  0.792  3.918  -0.825
C  0.062  4.873  -1.740
F  -0.455  4.235  -2.845
F  -0.995  5.471  -1.099
F  0.885  5.867  -2.185
C  0.028  2.948  -0.166
O  -0.530  -5.123  -0.299
C  -0.977  -5.969  0.852
C  -2.025  -5.175  1.640
O  -2.127  -3.835  0.838
S  0.665  -0.332  2.097
H  -1.047  -0.674  5.144
H  -0.978  -2.288  4.441
H  0.493  -1.274  4.558
H  -2.839  -0.127  2.903
H  -2.164  1.791  1.107
H  2.681  1.507  1.525
H  2.723  4.792  -1.210
H  -1.043  2.849  -0.363
H  -1.415  -6.854  0.385
H  -0.111  -6.202  1.472
H  -3.008  -5.658  1.560
H  -1.744  -4.926  2.675

Values from the calculation:
LUMO in Ha: -0.080
Orbital gap in eV: 3.74
HOMO level in eV: -5.931
Energy in Ha: -2650.4398
Relative energy (zero: lowest compared OMol25 entry of this formula, charge and spin) in kcal/mol: 116.7

5.
Formula: C68H56KN2OP4S
Source: the OMol25 dataset
Level of theory: ωB97M-V with the def2-TZVPD basis set

Atoms and positions in Å:
K  0.175  1.189  0.949
O  0.096  5.706  0.909
S  -0.093  4.524  0.020
C  -1.628  4.832  -0.884
C  -2.042  6.154  -0.969
C  -3.112  6.474  -1.789
C  -3.749  5.481  -2.522
C  -3.382  4.154  -2.357
C  -2.341  3.803  -1.501
P  -2.111  2.091  -0.901
C  -3.641  1.878  0.084
C  -4.512  2.915  0.407
C  -5.608  2.682  1.229
C  -5.846  1.414  1.733
C  -4.974  0.376  1.430
C  -3.874  0.609  0.622
C  -2.361  1.007  -2.348
C  -1.207  0.578  -3.004
C  -1.288  -0.280  -4.092
C  -2.529  -0.734  -4.520
C  -3.682  -0.325  -3.862
C  -3.600  0.540  -2.780
C  1.058  4.729  -1.373
C  0.888  5.884  -2.130
C  1.695  6.155  -3.216
C  2.684  5.249  -3.560
C  2.893  4.127  -2.779
C  2.117  3.848  -1.644
P  2.535  2.252  -0.791
C  2.860  2.613  0.993
C  3.471  1.553  1.675
C  3.770  1.654  3.022
C  3.431  2.803  3.727
C  2.832  3.859  3.061
C  2.565  3.774  1.697
C  4.270  1.977  -1.293
C  4.576  0.826  -2.009
C  5.892  0.548  -2.367
C  6.900  1.427  -2.012
C  6.600  2.583  -1.296
C  5.293  2.856  -0.936
H  -1.512  6.908  -0.400
H  -3.440  7.502  -1.868
H  -4.562  5.736  -3.188
H  -3.939  3.374  -2.863
H  -4.342  3.915  0.033
H  -6.275  3.498  1.471
H  -6.704  1.235  2.368
H  -5.142  -0.614  1.829
H  -3.197  -0.212  0.403
H  -0.234  0.912  -2.655
H  -0.387  -0.599  -4.598
H  -2.598  -1.407  -5.365
H  -4.649  -0.681  -4.193
H  -4.503  0.836  -2.258
H  0.115  6.591  -1.863
H  1.541  7.058  -3.792
H  3.310  5.420  -4.425
H  3.698  3.460  -3.050
H  3.754  0.661  1.133
H  4.272  0.834  3.522
H  3.647  2.881  4.784
H  2.582  4.768  3.591
H  2.153  4.645  1.207
H  3.782  0.144  -2.293
H  6.122  -0.351  -2.924
H  7.924  1.216  -2.289
H  7.389  3.268  -1.016
H  5.064  3.750  -0.368
N  1.475  -0.046  5.280
C  1.278  -0.127  3.940
N  0.435  0.762  3.485
C  0.062  1.501  4.606
C  -0.804  2.589  4.706
C  -0.986  3.152  5.952
C  -0.325  2.647  7.085
C  0.531  1.568  7.004
C  0.711  1.014  5.740
H  2.101  -0.619  5.818
H  1.783  -0.868  3.338
H  -1.312  2.984  3.835
H  -1.647  4.000  6.062
H  -0.494  3.116  8.045
H  1.037  1.181  7.878
C  0.171  -2.986  -1.415
P  0.019  -1.904  0.058
C  -1.490  -2.473  0.919
C  -2.600  -2.898  0.189
C  -3.785  -3.229  0.829
C  -3.888  -3.118  2.209
C  -2.805  -2.654  2.941
C  -1.617  -2.333  2.301
C  1.386  -2.468  1.131
C  2.605  -1.828  0.918
C  3.735  -2.178  1.647
C  3.647  -3.167  2.615
C  2.437  -3.819  2.830
C  1.317  -3.482  2.086
P  0.715  -4.724  -1.160
C  -0.883  -5.527  -0.756
C  -1.023  -6.092  0.507
C  -2.210  -6.715  0.878
C  -3.261  -6.789  -0.022
C  -3.127  -6.240  -1.293
C  -1.947  -5.612  -1.653
C  0.951  -5.258  -2.900
C  1.652  -6.450  -3.081
C  1.848  -6.977  -4.348
C  1.362  -6.306  -5.462
C  0.679  -5.110  -5.299
C  0.473  -4.592  -4.028
H  0.956  -2.517  -2.021
H  -0.750  -2.894  -1.995
H  -2.548  -2.984  -0.887
H  -4.627  -3.579  0.246
H  -4.809  -3.386  2.710
H  -2.881  -2.543  4.015
H  -0.785  -1.964  2.889
H  2.669  -1.049  0.164
H  4.678  -1.677  1.461
H  4.521  -3.443  3.189
H  2.371  -4.605  3.570
H  0.385  -4.009  2.252
H  -0.196  -6.043  1.206
H  -2.308  -7.151  1.863
H  -4.183  -7.281  0.260
H  -3.941  -6.310  -2.003
H  -1.845  -5.203  -2.653
H  2.046  -6.971  -2.216
H  2.388  -7.907  -4.468
H  1.519  -6.712  -6.452
H  0.303  -4.579  -6.164
H  -0.062  -3.655  -3.931

Values from the calculation:
LUMO in Ha: -0.067
Orbital gap in eV: 8.38
HOMO level in eV: -10.190
Energy in Ha: -5173.0370
Charge: +1

6.
Formula: C9H15N3O4
Source: the OMol25 dataset
Level of theory: ωB97M-V with the def2-TZVPD basis set

Atoms and positions in Å:
C  0.047  1.788  -1.103
C  -0.017  1.113  0.149
C  0.136  0.674  -2.221
C  1.069  1.670  -3.255
C  1.974  2.166  -2.171
C  -1.244  -0.494  1.412
C  -0.838  -0.170  2.870
C  -0.387  -1.789  0.853
C  -0.785  -3.156  1.638
H  1.988  2.460  -0.456
H  -0.984  2.371  -1.188
H  -0.991  0.162  -2.663
H  0.938  -0.435  -2.112
H  0.549  2.476  -3.820
H  1.458  0.996  -3.861
H  2.697  2.893  -2.545
H  2.705  1.208  -2.047
H  -1.948  1.031  0.054
H  -2.266  -0.867  1.219
H  0.605  -1.987  1.099
H  -0.284  -2.148  -0.218
H  -1.727  -4.035  2.845
H  -2.101  -2.095  2.903
H  1.288  -0.036  2.056
N  1.242  2.464  -1.154
N  -1.194  0.713  0.604
N  -1.712  -3.112  2.555
O  1.149  0.585  0.520
O  -1.823  -0.131  3.817
O  -0.237  -4.263  1.284
O  0.693  -0.054  2.934

Values from the calculation:
LUMO in Ha: -0.003
Orbital gap in eV: 8.88
HOMO level in eV: -8.962
Energy in Ha: -816.9063
Relative energy (zero: lowest compared OMol25 entry of this formula, charge and spin) in kcal/mol: 202.6

7.
Formula: C53H42BCl8IN9PbS3Si
Source: the OMol25 dataset
Level of theory: ωB97M-V with the def2-TZVPD basis set

Atoms and positions in Å:
Pb  0.319  -0.046  -0.095
B  -0.905  3.435  -0.935
N  -0.844  2.403  -2.076
C  -1.113  2.618  -3.368
C  -1.229  1.395  -4.011
C  -0.997  0.458  -3.012
N  -0.771  1.083  -1.853
N  0.411  3.404  -0.118
C  1.000  4.466  0.445
C  1.988  4.018  1.307
C  1.928  2.632  1.206
N  0.982  2.278  0.335
H  -1.057  4.528  -1.401
H  -1.807  3.101  -0.205
H  -1.208  3.621  -3.748
H  -1.424  1.211  -5.052
H  -0.989  -0.618  -3.064
H  0.683  5.465  0.198
H  2.648  4.601  1.925
H  2.542  1.899  1.698
Cl  0.306  -3.625  -0.248
C  1.105  -2.957  -1.619
C  1.172  -1.582  -1.828
C  1.838  -1.175  -2.983
Cl  1.996  0.491  -3.371
C  2.398  -2.080  -3.890
Cl  3.162  -1.524  -5.324
C  2.339  -3.443  -3.631
Cl  3.042  -4.567  -4.718
C  1.696  -3.885  -2.483
Cl  1.645  -5.566  -2.128
N  -1.601  -1.166  -0.139
S  -2.916  -1.682  0.183
N  -3.601  -1.435  1.695
S  -4.185  -0.113  2.241
N  -3.404  1.218  2.185
S  -1.801  1.420  2.633
N  -0.776  0.668  1.908
C  -1.806  3.211  2.714
C  -0.700  3.800  3.305
C  -0.661  5.178  3.436
C  -1.725  5.948  2.988
C  -2.829  5.345  2.398
C  -2.874  3.968  2.259
C  -1.685  1.041  4.396
C  -2.063  1.925  5.394
C  -1.870  1.557  6.717
C  -1.296  0.332  7.030
C  -0.935  -0.549  6.020
C  -1.139  -0.192  4.698
C  -5.781  0.297  1.550
C  -6.002  1.477  0.866
C  -7.287  1.757  0.425
C  -8.321  0.867  0.678
C  -8.079  -0.322  1.355
C  -6.800  -0.615  1.793
C  -4.739  -0.491  3.897
C  -4.562  -1.727  4.487
C  -5.020  -1.916  5.782
C  -5.643  -0.879  6.459
C  -5.830  0.354  5.846
C  -5.374  0.554  4.557
C  -4.178  -1.172  -0.984
C  -3.896  -0.057  -1.753
C  -4.843  0.391  -2.660
C  -6.054  -0.277  -2.778
C  -6.324  -1.394  -1.997
C  -5.381  -1.852  -1.091
C  -3.030  -3.469  0.179
C  -3.121  -4.124  -1.038
C  -3.103  -5.508  -1.058
C  -2.987  -6.221  0.128
C  -2.885  -5.551  1.340
C  -2.901  -4.165  1.369
H  0.120  3.181  3.650
H  0.206  5.654  3.873
H  -1.692  7.023  3.099
H  -3.649  5.950  2.036
H  -3.717  3.476  1.798
H  -2.484  2.891  5.149
H  -2.159  2.237  7.508
H  -1.121  0.066  8.064
H  -0.486  -1.506  6.253
H  -0.869  -0.839  3.879
H  -5.178  2.155  0.688
H  -7.482  2.674  -0.115
H  -9.324  1.099  0.347
H  -8.882  -1.020  1.549
H  -6.582  -1.536  2.321
H  -4.074  -2.517  3.931
H  -4.889  -2.876  6.265
H  -5.983  -1.028  7.475
H  -6.327  1.156  6.373
H  -5.497  1.506  4.053
H  -2.935  0.429  -1.639
H  -4.629  1.251  -3.280
H  -6.793  0.071  -3.489
H  -7.267  -1.915  -2.100
H  -5.569  -2.732  -0.488
H  -3.183  -3.560  -1.961
H  -3.160  -6.032  -2.002
H  -2.964  -7.302  0.108
H  -2.776  -6.104  2.264
H  -2.793  -3.619  2.296
Cl  0.367  -2.647  2.905
Si  1.546  -1.263  2.006
Cl  2.238  -0.047  3.461
Cl  3.070  -2.282  1.121
I  7.038  1.159  1.784
C  5.545  1.663  0.398
C  5.523  2.915  -0.190
C  4.499  3.195  -1.080
C  3.534  2.228  -1.310
N  3.560  1.019  -0.753
C  4.563  0.738  0.073
H  6.280  3.653  0.040
H  4.455  4.149  -1.587
H  2.697  2.439  -1.963
H  4.583  -0.259  0.494

Values from the calculation:
LUMO in Ha: -0.115
Orbital gap in eV: 7.24
HOMO level in eV: -10.360
Energy in Ha: -8218.3486
Charge: +1
Relative energy (zero: lowest compared OMol25 entry of this formula, charge and spin) in kcal/mol: 19.3

8.
Formula: C2H2NPS
Source: the OMol25 dataset
Level of theory: ωB97M-V with the def2-TZVPD basis set

Atoms and positions in Å:
C  -0.901  1.043  0.355
C  0.307  -0.854  0.828
N  -1.401  1.204  1.448
P  -1.428  0.493  2.886
S  -0.059  -1.125  2.371
H  -0.754  1.403  -0.626
H  0.953  -1.487  0.254

Values from the calculation:
LUMO (alpha / beta) in Ha: -0.007 / -0.007
Orbital gap (alpha / beta) in eV: 7.39 / 7.39
HOMO level (alpha / beta) in eV: -7.586 / -7.585
Energy in Ha: -871.5685
Relative energy (zero: lowest compared OMol25 entry of this formula, charge and spin) in kcal/mol: 86.7

no.,maximum force (eV Å⁻¹)
1,4.316
2,5.487
3,6.841
4,2.972
5,0.542
6,10.272
7,1.077
8,3.299